(1)
Molecular formula: C3H10NP2
Method: DFT, ωB97M-V/def2-TZVPD

Output
Energy above the lowest of the compared OMol25 structures with the same formula, charge and spin in kJ/mol: 348.7
Multiplicity: 3
Electronic energy in eV: -23327.63366
Molar mass in g/mol: 122.07
Total charge: +1
<S²>: 2.010
Highest occupied orbital energy (alpha / beta) in eV: -9.27 / -13.86

Positions of all 16 atoms, in Å:
C1 0.510540 1.687991 0.687846
C2 0.252962 -0.705941 -0.293508
C3 -0.247758 -1.666789 -1.404887
N1 0.046396 0.716010 -0.660556
P1 0.089760 0.912278 2.322764
P2 -0.821664 -0.963033 1.381503
H1 1.456543 2.035333 0.718749
H2 -0.072974 2.631698 0.744850
H3 1.279713 -0.824908 0.183946
H4 0.218148 -1.457100 -2.466138
H5 -1.287894 -1.490193 -1.577860
H6 -0.064321 -2.593525 -0.953090
H7 -0.953648 0.963864 -0.675122
H8 0.322047 0.911678 -1.603478
H9 1.415848 0.282868 2.623671
H10 -2.143700 -0.440230 0.971311

Force components x, y, z for each atom (eV/Å):
C -3.227 -0.060 1.910
C -1.282 -0.066 1.316
C 1.717 2.661 -1.140
N -1.135 0.607 1.586
P 2.597 1.534 0.170
P -1.193 -1.439 -2.426
H 3.568 0.284 -0.850
H -0.263 -0.700 -0.756
H -0.916 0.014 -1.381
H -0.261 -0.761 2.208
H -0.812 -0.128 0.234
H 0.136 -1.901 -0.297
H 0.204 -0.563 -0.062
H 1.164 0.480 -0.593
H -1.347 0.679 -0.075
H 1.049 -0.641 0.155



(2)
Molecular formula: C13H13NP
Method: DFT, ωB97M-V/def2-TZVPD

Output
Energy above the lowest of the compared OMol25 structures with the same formula, charge and spin in kJ/mol: 35.8
Electronic energy in eV: -24461.99019
Molar mass in g/mol: 214.23
Total charge: +1
Highest occupied orbital energy in eV: -12.28

Positions of all 28 atoms, in Å:
C1 1.445223 -2.239756 2.497510
C2 0.186977 -2.746121 2.108898
C3 1.634006 2.488031 -1.954844
C4 1.807140 -0.998487 1.805048
C5 -0.724389 -2.090357 1.257828
C6 0.313328 2.094943 -1.906415
C7 2.605451 1.994226 -1.207493
C8 0.931901 -0.338319 0.980451
C9 -0.386767 -0.837298 0.782919
C10 -0.007517 1.188100 -0.994555
C11 1.366491 0.676453 0.067254
C12 -2.068172 -0.971746 -1.585223
C13 -2.401069 1.281819 0.566342
N1 2.487016 1.143196 -0.215055
P1 -1.310941 0.154280 -0.329274
H1 2.185599 -2.827343 2.963745
H2 -0.055816 -3.619751 2.627391
H3 1.727732 3.132510 -2.751116
H4 2.800774 -0.463150 1.884761
H5 -1.580505 -2.661627 1.142969
H6 -0.310405 2.279513 -2.815728
H7 3.547792 2.366557 -1.481884
H8 -2.685456 -1.815734 -1.224115
H9 -1.131939 -1.517330 -2.027261
H10 -2.642891 -0.389109 -2.289902
H11 -1.680112 1.768762 1.346973
H12 -3.412121 0.969429 0.996731
H13 -2.641329 1.978307 -0.245956

Force components x, y, z for each atom (eV/Å):
C -1.293 2.909 -3.903
C 1.747 1.457 0.801
C -1.358 0.318 -0.550
C 1.418 -0.697 1.610
C 2.253 0.494 1.672
C -1.912 -1.235 -1.472
C 1.000 1.652 -1.047
C -0.796 -1.348 0.537
C 0.922 -0.644 -0.166
C 2.204 -3.099 4.576
C -5.204 1.826 -3.179
C 1.844 -1.014 0.210
C -0.125 0.590 0.770
N 1.377 -1.332 1.831
P -0.732 -0.169 -1.076
H 0.458 -0.368 0.995
H -0.824 -1.547 0.127
H 1.523 1.531 -1.453
H -0.980 -1.217 0.137
H -2.006 -0.271 -0.761
H 0.156 0.373 1.177
H 1.577 0.052 0.223
H 0.162 0.759 0.378
H -1.689 1.298 0.336
H 0.102 0.013 -0.466
H -1.601 -0.678 -1.351
H 1.751 -0.101 -0.405
H 0.022 0.450 0.449



(3)
Molecular formula: C4H4N2O
Method: DFT, ωB97M-V/def2-TZVPD

Output
Energy above the lowest of the compared OMol25 structures with the same formula, charge and spin in kJ/mol: 283.2
Electronic energy in eV: -9237.55223
Molar mass in g/mol: 96.09
Total charge: 0
Highest occupied orbital energy in eV: -9.06
SMILES string: N=C=C/N=C\C=O

Positions of all 11 atoms, in Å:
N1 2.043777 0.498625 0.817084
C1 1.339939 -0.409386 0.396289
C2 0.542000 -1.412178 0.062296
N2 -0.826314 -1.340208 -0.258240
C3 -1.477323 -0.248929 -0.327191
C4 -0.962207 1.154466 -0.104560
O1 -0.544955 1.844579 -1.004631
H1 2.549982 1.034486 0.111002
H2 0.976979 -2.405258 0.019589
H3 -2.537353 -0.318649 -0.587351
H4 -1.009166 1.534578 0.937565

Force components x, y, z for each atom (eV/Å):
N -0.379 -0.496 -0.230
C 0.185 0.290 0.107
C 0.241 0.053 0.072
N -0.188 0.420 0.008
C 0.104 -0.294 -0.049
C 0.167 0.186 -0.283
O -0.203 -0.302 0.403
H -0.026 -0.039 0.025
H -0.027 0.156 0.017
H 0.114 0.029 0.040
H 0.013 -0.004 -0.110



(4)
Molecular formula: C7H14N2O
Method: DFT, ωB97M-V/def2-TZVPD

Output
Energy above the lowest of the compared OMol25 structures with the same formula, charge and spin in kJ/mol: 380.3
Electronic energy in eV: -12509.99917
Molar mass in g/mol: 142.20
Total charge: 0
Highest occupied orbital energy in eV: -7.34

Positions of all 24 atoms, in Å:
C1 1.033282 0.172943 -0.736664
C2 -2.409022 -0.225260 1.684156
C3 1.640144 -1.204875 -0.935837
C4 2.028043 1.219660 -0.265743
C5 -1.160770 0.385408 -0.533616
C6 0.105908 -0.218744 1.267949
C7 -1.154006 -0.017339 0.872928
N1 -1.637007 -0.453088 -1.489610
O1 -1.421480 1.673981 -0.867509
N2 0.927178 -0.334799 2.190198
H1 -0.954496 2.252684 -0.250121
H2 0.673584 0.512232 -1.711089
H3 -1.607284 -0.135213 -2.449183
H4 -1.709338 -1.425008 -1.236714
H5 1.543624 -1.141191 2.176234
H6 -2.144243 -0.541929 2.693237
H7 -2.993275 0.697180 1.768102
H8 -3.065271 -0.989465 1.254572
H9 0.893725 -1.936132 -1.264141
H10 1.553913 2.199010 -0.146241
H11 2.099629 -1.586747 -0.019254
H12 2.429169 -1.191478 -1.698772
H13 2.484440 0.950147 0.688336
H14 2.843554 1.338024 -0.991219

Force components x, y, z for each atom (eV/Å):
C -0.639 0.492 -0.583
C 0.032 0.065 0.121
C -0.144 0.002 0.118
C 0.005 -0.098 0.043
C 1.189 -0.293 -0.063
C -1.098 -0.112 0.788
C 0.203 -0.323 -0.022
N -0.146 0.240 0.470
O 0.251 0.205 -0.175
N 0.388 0.109 -0.471
H -0.075 -0.131 0.054
H 0.110 -0.004 -0.117
H -0.029 -0.365 0.172
H 0.109 0.112 -0.398
H -0.101 -0.046 0.016
H -0.012 0.028 -0.047
H 0.050 -0.070 -0.027
H 0.070 0.057 -0.016
H 0.002 0.036 0.015
H 0.044 0.004 0.005
H -0.020 0.018 0.014
H -0.051 0.039 0.050
H -0.065 0.018 0.041
H -0.073 0.018 0.014